w:
ORCA calculation (ωB97M-V with the def2-TZVPD basis set) on a cluster of 2 separate species, CH2ClF2NS in total.

Geometry (Å):
C: -1.839 -0.366 -0.580
N: -2.226 -1.210 0.058
F: 1.584 -1.424 0.542
F: -0.072 1.480 0.594
S: 0.732 0.045 0.731
Cl: 2.410 1.012 0.105
H: 0.698 0.017 -0.612
H: -1.287 0.446 -0.837

Output
- E_HOMO: -11.804 eV
- Kohn-Sham gap: 10.57 eV



x:
ORCA calculation (ωB97M-V with the def2-TZVPD basis set) on a cluster of 2 separate species, CH2ClF2NS in total.

Geometry (Å):
C: 2.013 1.696 0.438
N: 2.609 0.879 -0.088
F: -0.639 0.434 -0.924
F: -1.157 -2.532 0.806
S: -0.884 -0.913 0.024
Cl: -2.894 -0.633 0.153
H: -0.905 -1.629 -1.144
H: 1.858 2.698 0.735

Output
- E_HOMO: -11.493 eV
- Kohn-Sham gap: 10.65 eV



Last place for stability: w



w:
ORCA calculation (ωB97M-V with the def2-TZVPD basis set) on a cluster of 3 separate species, C3H4FNO2 in total.

Geometry (Å):
N: -1.018 -1.612 0.782
C: -0.476 -0.775 1.467
O: -0.034 -0.029 2.242
H: -0.848 -2.409 0.199
C: -0.179 -1.359 -2.624
C: 0.199 -0.244 -2.435
O: 0.565 1.017 -2.144
H: -0.794 -2.217 -2.549
H: 1.448 1.141 -2.354
F: -0.014 0.977 4.908
H: 0.532 0.924 4.220

Output
- SMILES: N=C=O.C#CO.F
- E_HOMO: -10.121 eV
- Kohn-Sham gap: 10.45 eV



x:
ORCA calculation (ωB97M-V with the def2-TZVPD basis set) on a structure of composition C3H4FNO2.

Geometry (Å):
C: 0.888 -0.475 -0.501
C: 1.628 0.427 0.136
C: -0.951 -0.714 0.145
N: -1.476 0.607 0.048
O: -1.880 0.861 -1.057
O: -1.392 1.339 1.048
F: 2.882 0.752 -0.195
H: 0.960 -1.177 -1.340
H: 1.382 0.937 1.003
H: -0.693 -1.045 1.219
H: -1.347 -1.512 -0.506

Output
- E_HOMO: -10.610 eV
- Kohn-Sham gap: 10.28 eV



Last place for stability: x



w:
ORCA calculation (ωB97M-V with the def2-TZVPD basis set) on the ion CH7N6 with charge +1.

Geometry (Å):
N: 0.641 1.380 0.654
N: 1.137 0.073 0.913
C: 0.503 -0.925 0.126
N: 0.489 -0.564 -1.284
N: -0.662 -0.150 -1.538
N: -1.564 -0.356 -0.597
N: -0.949 -0.994 0.461
H: 1.266 1.913 0.050
H: 0.575 1.877 1.539
H: 2.140 -0.025 1.029
H: 0.987 -1.892 0.284
H: -0.898 0.264 -2.441
H: -2.513 -0.009 -0.571
H: -1.153 -0.594 1.374

Output
- SMILES: NN[C@@H]1N=[NH+]NN1
- E_HOMO (alpha / beta): -13.816 / -13.817 eV
- Net charge: +1
- Kohn-Sham gap (alpha / beta): 8.99 / 8.99 eV



x:
ORCA calculation (ωB97M-V with the def2-TZVPD basis set) on a structure of composition CH7N6.

Geometry (Å):
C: -0.644 -0.205 0.091
N: 1.671 2.173 0.360
N: 1.421 1.147 -0.376
N: 0.616 1.899 1.196
N: 0.491 0.672 0.500
N: -0.619 -1.461 0.656
N: -0.344 -0.535 -1.490
H: -1.602 0.224 0.336
H: 0.864 1.736 2.206
H: -1.324 -1.944 1.082
H: 0.301 -1.992 0.651
H: -0.041 -1.488 -1.415
H: 0.395 0.121 -1.755
H: -1.185 -0.347 -2.045

Output
- E_HOMO: -14.679 eV
- Net charge: +1
- Kohn-Sham gap: 11.13 eV



Last place for stability: x



w:
ORCA calculation (ωB97M-V with the def2-TZVPD basis set) on a structure of composition C20H25NO3.

Geometry (Å):
C: 5.662 -5.733 -0.189
C: 4.194 -6.370 -0.487
O: 3.506 -5.824 -1.492
C: 2.930 -4.675 -1.489
C: 2.304 -4.189 -2.823
C: 1.844 -2.969 -2.707
C: 1.790 -2.224 -1.543
C: 2.042 -2.899 -0.254
C: 2.766 -4.119 -0.277
H: 3.173 -4.360 0.617
H: 2.077 -2.391 0.875
O: 0.895 -1.259 -1.454
C: 0.627 -0.332 -0.528
C: 0.027 0.960 -0.572
C: -0.282 1.289 -2.008
C: -0.686 2.578 -2.269
C: -1.283 3.438 -1.343
C: -1.045 2.948 0.065
C: -0.578 1.753 0.495
H: -0.200 1.450 1.453
C: -1.621 3.703 1.232
O: -0.575 4.437 1.957
N: -2.841 3.768 1.664
C: -3.666 2.926 0.955
C: -4.108 1.346 1.705
H: -3.012 1.068 1.512
H: -4.692 0.968 0.920
H: -4.192 1.593 2.787
H: -3.438 2.777 -0.190
H: -4.788 3.450 0.922
C: -3.422 4.549 2.744
C: -4.070 5.813 2.090
H: -4.328 6.523 3.024
H: -3.239 6.470 1.462
H: -4.804 5.705 1.402
H: -2.506 4.819 3.490
H: -4.272 3.954 3.206
H: -1.575 4.419 -1.352
H: -0.937 2.867 -3.218
H: 0.336 0.678 -2.671
H: 1.798 0.091 0.065
H: 0.440 -0.904 0.470
H: 1.438 -2.607 -3.579
H: 2.627 -4.705 -3.704
H: 3.640 -6.634 0.406
H: 4.353 -7.397 -0.842
H: 5.464 -4.660 -0.024
H: 6.213 -5.700 -1.198
H: 6.014 -6.391 0.694

Output
- E_HOMO: -7.638 eV
- Kohn-Sham gap: 8.15 eV



x:
ORCA calculation (ωB97M-V with the def2-TZVPD basis set) on an isolated molecule of C20H25NO3.

Geometry (Å):
C: 5.527 -0.973 1.286
C: 4.770 -1.548 0.111
C: 3.850 -2.735 0.544
C: 3.385 -3.590 -0.631
O: 3.184 -4.761 -0.383
O: 3.217 -3.053 -1.837
C: 2.507 -2.273 1.171
O: 2.411 -2.417 2.400
N: 1.552 -1.611 0.356
C: 0.272 -1.166 0.683
C: -0.510 -1.568 1.759
C: -1.661 -0.872 1.808
C: -2.712 -1.119 2.835
C: -1.626 0.088 0.750
C: -2.712 0.925 0.468
C: -2.798 1.922 -0.458
C: -4.123 2.664 -0.573
C: -3.981 4.147 -0.174
C: -4.624 2.376 -1.977
C: -1.770 2.393 -1.293
C: -0.522 1.829 -1.580
C: 0.099 0.682 -1.091
C: 1.392 0.386 -1.788
C: -0.386 -0.115 0.009
H: 6.204 -0.162 0.953
H: 6.139 -1.734 1.788
H: 4.839 -0.602 2.048
H: 5.535 -1.947 -0.583
H: 4.136 -0.793 -0.406
H: 4.419 -3.342 1.225
H: 2.826 -3.788 -2.390
H: 1.855 -1.499 -0.592
H: -0.245 -2.360 2.450
H: -2.626 -0.453 3.683
H: -2.678 -2.165 3.165
H: -3.715 -0.999 2.359
H: -3.554 0.721 1.073
H: -4.876 2.251 0.119
H: -3.475 4.784 -0.910
H: -4.963 4.513 -0.024
H: -3.444 4.332 0.759
H: -3.963 2.868 -2.685
H: -4.659 1.309 -2.202
H: -5.595 2.809 -2.124
H: -2.023 3.305 -1.834
H: -0.044 2.403 -2.374
H: 1.604 1.103 -2.556
H: 1.324 -0.609 -2.256
H: 2.239 0.445 -1.079

Output
- SMILES: CC[C@H](C(=O)O)C(=O)Nc1cc(C)c2cc(C(C)C)ccc(C)c1-2
- E_HOMO: -6.777 eV
- Kohn-Sham gap: 6.29 eV



Last place for stability: w



w:
ORCA calculation (ωB97M-V with the def2-TZVPD basis set) on an isolated molecule of C25H28N6O3.

Geometry (Å):
C: -5.163 1.775 5.078
O: -4.253 2.756 4.641
C: -3.295 2.412 3.750
C: -2.423 3.451 3.372
C: -1.411 3.221 2.480
C: -1.220 1.947 1.925
C: -0.174 1.644 1.007
C: -0.009 0.396 0.509
C: 1.149 -0.001 -0.389
C: 1.281 0.966 -1.510
N: 1.579 2.246 -1.455
N: 1.538 2.699 -2.701
N: 1.230 1.780 -3.514
N: 1.059 0.657 -2.813
C: 0.660 -0.581 -3.417
C: -0.844 -0.836 -3.231
C: -1.177 -2.234 -3.673
C: -1.243 -3.260 -2.739
C: -1.508 -4.556 -3.146
C: -1.704 -4.839 -4.487
C: -1.640 -3.819 -5.422
C: -1.375 -2.523 -5.016
N: 2.415 -0.183 0.313
C: 2.392 -1.315 1.222
C: 3.823 -1.674 1.611
C: 4.501 -0.479 2.287
O: 5.829 -0.762 2.664
C: 4.406 0.729 1.351
C: 2.950 0.990 0.976
C: -0.934 -0.674 0.854
O: -0.899 -1.808 0.397
N: -1.920 -0.325 1.749
C: -2.097 0.913 2.301
C: -3.130 1.147 3.211
H: -4.651 0.952 5.586
H: -5.755 1.379 4.247
H: -5.823 2.278 5.782
H: -2.580 4.424 3.808
H: -0.743 4.018 2.192
H: 0.489 2.439 0.697
H: 0.900 -0.984 -0.808
H: 0.905 -0.513 -4.479
H: 1.235 -1.396 -2.968
H: -1.405 -0.101 -3.812
H: -1.103 -0.717 -2.177
H: -1.097 -3.040 -1.691
H: -1.560 -5.348 -2.413
H: -1.910 -5.851 -4.804
H: -1.796 -4.034 -6.469
H: -1.329 -1.728 -5.747
H: 1.920 -2.163 0.722
H: 1.812 -1.092 2.135
H: 3.823 -2.533 2.283
H: 4.381 -1.937 0.710
H: 3.989 -0.253 3.230
H: 6.337 -0.952 1.867
H: 4.830 1.610 1.834
H: 4.977 0.523 0.442
H: 2.889 1.837 0.291
H: 2.381 1.234 1.891
H: -2.567 -1.066 1.996
H: -3.783 0.330 3.476

Output
- SMILES: COc1ccc2cc([C@@H](c3nnnn3CCc3ccccc3)N3CCC(O)CC3)c(=O)[nH]c2c1
- E_HOMO: -8.376 eV
- Kohn-Sham gap: 8.50 eV



x:
ORCA calculation (ωB97M-V with the def2-TZVPD basis set) on an isolated molecule of C25H28N6O3.

Geometry (Å):
C: -0.316 -3.883 -5.103
O: -1.398 -4.297 -4.306
C: -1.540 -3.750 -3.057
C: -0.694 -2.784 -2.555
C: -0.858 -2.240 -1.275
C: 0.006 -1.243 -0.741
C: -0.180 -0.740 0.502
C: 0.642 0.373 1.114
C: 2.111 0.162 0.959
N: 2.669 -0.707 0.144
N: 3.979 -0.572 0.279
N: 4.257 0.326 1.124
N: 3.113 0.829 1.597
C: 3.152 1.935 2.550
C: 4.534 1.913 3.208
C: 2.960 3.241 1.774
C: 2.072 1.783 3.621
N: 0.304 1.685 0.593
C: 0.551 1.991 -0.811
C: -0.069 3.380 -1.020
C: -1.035 3.474 0.129
C: -2.017 4.400 0.383
C: -2.771 4.276 1.545
C: -2.530 3.234 2.423
C: -1.536 2.295 2.180
C: -0.785 2.425 1.024
C: -1.256 -1.237 1.354
O: -1.450 -0.885 2.508
N: -2.068 -2.184 0.778
C: -1.920 -2.700 -0.480
C: -2.780 -3.670 -0.980
C: -2.617 -4.206 -2.249
O: -3.547 -5.137 -2.572
C: -3.524 -5.834 -3.799
H: 0.644 -4.096 -4.622
H: -0.377 -2.817 -5.343
H: -0.395 -4.463 -6.021
H: 0.132 -2.421 -3.145
H: 0.846 -0.922 -1.338
H: 0.393 0.375 2.181
H: 4.682 0.980 3.746
H: 4.616 2.739 3.908
H: 5.316 2.002 2.461
H: 3.726 3.340 1.007
H: 1.980 3.266 1.307
H: 3.040 4.084 2.455
H: 2.315 2.431 4.459
H: 1.096 2.079 3.248
H: 2.028 0.759 3.987
H: 1.624 1.966 -1.019
H: 0.058 1.252 -1.458
H: -0.558 3.471 -1.990
H: 0.685 4.169 -0.947
H: -2.203 5.206 -0.312
H: -3.550 4.992 1.758
H: -3.128 3.140 3.317
H: -1.394 1.472 2.862
H: -2.815 -2.540 1.363
H: -3.602 -4.037 -0.385
H: -2.603 -6.407 -3.922
H: -4.373 -6.515 -3.749
H: -3.647 -5.160 -4.649

Output
- SMILES: COc1cc2cc([C@@H](c3nnnn3C(C)(C)C)N3CCc4ccccc43)c(=O)[nH]c2cc1OC
- E_HOMO: -7.556 eV
- Kohn-Sham gap: 7.89 eV



Last place for stability: x